# C4H8N

An isolated ion of composition C4H8N and charge +1 in a non-equilibrium geometry (wB97M-V/def2-TZVPD, the Open Molecules 2025 dataset).

Output
Highest occupied orbital energy ... -15.1648 eV
SMILES ... C=C[N+](=C)C
ΔE to the lowest compared entry with this formula, charge and spin ... 161.69 kJ/mol

Structure (ORCA input):
```
! wB97M-V def2-TZVPD RIJCOSX def2/J DEFGRID3
* xyz 1 1
C 2.29 0.11 -0.04
C 0.96 -0.22 -0.28
N -0.45 0.21 -0.01
C -0.65 1.46 0.19
C -1.42 -0.85 0.04
H 2.72 0.73 0.83
H 3.00 -0.35 -0.60
H 0.69 -0.86 -1.18
H -1.57 1.75 0.52
H 0.27 2.15 0.35
H -2.44 -0.51 -0.06
H -1.10 -1.53 -0.77
H -1.27 -1.36 0.97
*
```


# C3H6O2

A 2-piece molecular cluster, C3H6O2 overall in a non-equilibrium geometry (wB97M-V/def2-TZVPD, the Open Molecules 2025 dataset).

Output
Highest occupied orbital energy ... -8.9144 eV
SMILES ... C=CO.C=O
ΔE to the lowest compared entry with this formula, charge and spin ... 222.42 kJ/mol

Structure (ORCA input):
```
! wB97M-V def2-TZVPD RIJCOSX def2/J DEFGRID3
* xyz 0 1
C 0.06 0.71 -1.56
C -0.35 -0.56 -1.49
O -1.05 -1.18 -0.52
H 0.58 0.99 -2.47
H 0.10 1.32 -0.68
H -0.04 -1.25 -2.26
H -1.22 -0.55 0.18
C 1.20 0.61 1.67
O 0.05 0.36 1.83
H 1.79 1.18 2.42
H 1.82 0.38 0.79
*
```


# C20H42NO11S4

A 6-piece molecular cluster, C20H42NO11S4 overall in a non-equilibrium geometry (wB97M-V/def2-TZVPD, the Open Molecules 2025 dataset).

Output
Highest occupied orbital energy ... -12.1792 eV
ΔE to the lowest compared entry with this formula, charge and spin ... 205.59 kJ/mol

Structure (ORCA input):
```
! wB97M-V def2-TZVPD RIJCOSX def2/J DEFGRID3
* xyz 1 1
N -1.24 -0.89 -1.38
H -1.34 -1.59 -2.13
H -0.57 -1.22 -0.62
H -2.09 -0.58 -1.01
H -0.77 0.00 -1.84
C -6.44 4.06 -3.14
C -5.09 4.05 -3.76
C -4.10 4.85 -2.90
O -3.56 3.70 -2.14
C -3.78 2.59 -2.73
O -3.27 1.54 -2.36
O -4.69 2.76 -3.73
H -6.92 3.34 -3.80
H -6.93 4.90 -3.21
H -6.32 3.41 -2.12
H -5.19 4.41 -4.82
H -4.38 5.70 -2.16
H -3.42 5.43 -3.49
C -0.48 -6.66 1.11
C 0.35 -6.29 2.27
C 1.55 -5.51 1.61
S 1.02 -4.60 0.33
O 1.88 -4.79 -0.85
O 0.57 -3.23 0.64
C -0.48 -5.51 0.01
H -1.53 -6.88 1.54
H 0.16 -7.65 0.66
H 0.71 -7.07 2.89
H -0.11 -5.58 3.13
H 2.30 -6.13 1.06
H 2.24 -5.02 2.41
H -0.58 -6.03 -0.92
H -1.27 -4.88 0.09
C 1.68 5.44 -0.53
C 0.13 5.35 -0.20
C -0.01 3.95 0.46
S 0.90 2.82 -0.54
O 0.05 2.36 -1.60
O 1.64 1.95 0.33
C 2.05 4.00 -1.28
H 2.16 5.47 0.27
H 2.02 6.12 -1.43
H -0.59 5.44 -1.06
H -0.05 6.21 0.45
H -1.08 3.53 0.28
H 0.44 3.66 1.31
H 1.79 3.97 -2.34
H 3.00 3.68 -1.05
C -0.06 -1.23 3.50
C -1.50 -1.75 3.10
C -2.49 -0.66 3.14
S -1.66 0.68 2.50
O -2.14 1.79 3.25
O -1.91 0.60 1.11
C -0.01 0.16 2.84
H 0.75 -1.82 3.13
H 0.27 -1.16 4.66
H -1.76 -2.47 3.78
H -1.39 -2.43 2.19
H -2.66 -0.37 4.34
H -3.40 -0.96 2.77
H 0.38 0.97 3.41
H 0.61 0.18 2.03
C 5.36 -0.66 0.27
C 5.48 -1.78 -0.78
C 4.07 -2.25 -1.28
S 3.14 -0.73 -1.12
O 1.80 -0.94 -0.90
O 3.56 0.23 -2.15
C 3.87 -0.19 0.45
H 5.97 0.22 0.14
H 5.90 -1.00 1.10
H 6.09 -2.59 -0.53
H 5.93 -1.14 -1.63
H 3.74 -2.99 -0.55
H 4.17 -2.43 -2.41
H 3.40 -0.69 1.31
H 4.11 0.84 0.61
*
```


# C19H56N2O10

A 10-piece molecular cluster, C19H56N2O10 overall in a non-equilibrium geometry (wB97M-V/def2-TZVPD, the Open Molecules 2025 dataset).

Output
Highest occupied orbital energy ... -7.9229 eV
SMILES ... CC1(C)CCCC(C)(C)N1O.CC1(C)CCCC(C)(C)N1O.CO.O.O.O.O.O.O.O
ΔE to the lowest compared entry with this formula, charge and spin ... 2.03 kJ/mol

Structure (ORCA input):
```
! wB97M-V def2-TZVPD RIJCOSX def2/J DEFGRID3
* xyz 0 1
C -4.88 1.51 -7.03
C -3.78 0.41 -6.75
C -4.46 -1.05 -6.85
C -2.71 0.56 -7.85
C -1.43 -0.06 -7.62
C -0.81 0.41 -6.28
C -1.79 0.14 -5.07
C -1.91 -1.36 -4.65
C -1.16 1.08 -3.91
N -3.06 0.67 -5.48
O -3.88 1.05 -4.45
H -5.72 1.51 -6.34
H -4.53 2.54 -7.04
H -5.36 1.38 -8.01
H -3.73 -1.85 -6.70
H -5.29 -1.21 -6.17
H -4.87 -1.31 -7.83
H -3.09 0.22 -8.82
H -2.53 1.63 -7.91
H -1.53 -1.14 -7.67
H -0.66 0.08 -8.37
H -0.41 1.42 -6.26
H 0.13 -0.15 -6.27
H -1.14 -1.61 -3.91
H -1.92 -2.03 -5.52
H -2.91 -1.45 -4.24
H -1.37 2.13 -4.15
H -0.11 0.78 -3.83
H -1.66 0.85 -2.96
H -4.16 0.22 -4.05
C 7.93 4.21 3.44
C 7.31 2.79 3.14
C 8.23 1.92 2.27
C 7.19 2.16 4.56
C 6.04 1.10 4.71
C 4.73 1.67 4.19
C 4.85 2.10 2.70
C 4.90 0.79 1.82
C 3.51 2.73 2.39
N 5.97 3.03 2.55
O 6.02 3.63 1.32
H 7.94 4.84 2.56
H 7.41 4.71 4.26
H 8.96 4.02 3.76
H 9.24 2.28 2.47
H 8.06 0.86 2.45
H 8.02 2.10 1.21
H 8.13 1.77 4.95
H 6.83 2.86 5.31
H 6.21 0.13 4.23
H 5.79 0.82 5.74
H 4.20 2.42 4.78
H 4.06 0.81 4.19
H 5.81 0.22 1.99
H 5.00 1.14 0.79
H 3.99 0.19 1.76
H 3.42 3.58 3.07
H 2.67 2.10 2.65
H 3.54 3.00 1.34
H 5.57 4.47 1.45
C -1.88 -2.67 1.73
O -2.77 -3.33 0.80
H -1.48 -3.42 2.41
H -1.06 -2.13 1.26
H -2.38 -1.93 2.36
H -3.18 -2.66 0.24
O -6.58 -1.11 -1.11
H -6.57 -0.77 -0.21
H -7.42 -0.82 -1.47
O -6.51 0.56 2.76
H -7.14 0.35 3.45
H -6.39 1.51 2.82
O -6.37 -6.16 0.46
H -5.60 -5.59 0.47
H -7.11 -5.56 0.38
O -4.34 0.53 6.76
H -4.71 0.28 5.92
H -3.74 -0.19 6.97
O -1.10 -2.43 6.68
H -0.66 -3.27 6.61
H -0.44 -1.83 7.02
O -0.04 -6.29 5.93
H -0.21 -6.84 5.17
H 0.82 -6.57 6.24
O -4.99 -4.36 5.55
H -4.12 -4.16 5.91
H -4.82 -4.98 4.84
*
```


# C9H8F3N3

One molecule with the formula C9H8F3N3 in a non-equilibrium geometry (wB97M-V/def2-TZVPD, the Open Molecules 2025 dataset).

Output
Highest occupied orbital energy ... -9.7710 eV
SMILES ... [H]/N=C/C/N=C(/c1ccncc1)C(F)(F)F
ΔE to the lowest compared entry with this formula, charge and spin ... 57.72 kJ/mol

Structure (ORCA input):
```
! wB97M-V def2-TZVPD RIJCOSX def2/J DEFGRID3
* xyz 0 1
H 4.25 -0.65 -0.04
N 3.36 -1.08 0.20
C 2.66 -1.41 -0.77
C 1.24 -2.03 -0.72
N 0.50 -0.94 -0.20
C -0.70 -0.59 -0.43
C -1.25 0.63 0.27
C -1.68 1.72 -0.47
C -2.08 2.90 0.24
N -2.14 2.97 1.51
C -1.85 1.87 2.20
C -1.45 0.69 1.65
C -1.56 -1.26 -1.53
F -1.28 -0.86 -2.75
F -1.34 -2.58 -1.49
F -2.85 -1.13 -1.33
H 3.11 -1.07 -1.82
H 1.15 -2.98 0.04
H 1.04 -2.21 -1.81
H -1.69 1.69 -1.54
H -2.45 3.83 -0.25
H -2.05 1.87 3.25
H -1.47 -0.12 2.45
*
```


# C5H7NOS

C5H7NOS as an isolated structure in a non-equilibrium geometry (wB97M-V/def2-TZVPD, the Open Molecules 2025 dataset).

Output
Highest occupied orbital energy ... -9.2161 eV
ΔE to the lowest compared entry with this formula, charge and spin ... 271.54 kJ/mol

Structure (ORCA input):
```
! wB97M-V def2-TZVPD RIJCOSX def2/J DEFGRID3
* xyz 0 1
C 0.86 0.04 0.01
C -0.20 -0.39 1.19
C -1.03 -0.76 -0.09
C 0.16 -1.14 -0.82
C 0.03 1.28 -0.25
H 2.85 1.49 0.11
H 0.18 -1.20 1.77
H -0.75 0.49 1.77
H -2.06 -1.15 0.14
H 0.57 -2.05 -0.59
H 0.10 -0.97 -1.88
H -2.21 1.13 -0.56
N -1.23 0.60 -0.59
O 0.10 2.52 -0.07
S 2.63 0.12 -0.14
*
```


The following total energy values (in eV) correspond, in order, to the records above: -5758.1883 -7301.3730 -88760.8659 -44061.6857 -22083.1827 -19668.7885.